[1]
Computed, not measured: a molecular structure, C15H16GaN2O3, with ωB97M-V/def2-TZVPD.

XYZ file:
```
37
Properties=species:S:1:pos:R:3
Ga -0.12 -1.04 -1.19
O 0.35 1.24 -4.20
C 0.16 0.75 -3.13
O 0.57 -0.45 -2.76
C -0.57 1.51 -2.03
C -1.09 2.78 -2.27
C -1.70 3.45 -1.24
C -1.73 2.87 0.04
C -2.24 3.54 1.18
C -2.21 2.94 2.41
C -1.71 1.64 2.56
C -1.21 0.96 1.48
C -1.20 1.56 0.21
N -0.65 0.91 -0.85
H -1.00 3.19 -3.27
H -2.14 4.43 -1.39
H -2.62 4.54 1.05
H -2.57 3.47 3.28
H -1.70 1.19 3.54
H -0.80 -0.04 1.57
N -2.72 -2.74 -1.24
C -1.75 -2.16 -1.16
C 3.18 -1.06 0.70
C 2.71 -1.65 -0.63
O 1.38 -2.19 -0.57
C 1.19 -3.40 0.20
C 0.51 -3.12 1.53
H 4.08 -0.48 0.53
H 3.41 -1.84 1.42
H 2.41 -0.40 1.11
H 3.39 -2.43 -0.98
H 2.67 -0.86 -1.39
H 2.16 -3.88 0.33
H 0.56 -4.06 -0.40
H 1.09 -2.41 2.13
H 0.42 -4.04 2.09
H -0.49 -2.72 1.36
```

Values from the calculation:
* HOMO: -12.9 eV
* charge: +1
* spin multiplicity: 1
* E_LUMO: -4.43 eV

Mulliken population analysis, charges in e, atoms 1 to 4:
1 Ga 0.15
2 O -0.54
3 C 0.33
4 O -0.49

[2]
Computed, not measured: a molecular structure, C22H35MnN2O4PSeSi, with ωB97M-V/def2-TZVPD.

XYZ file:
```
67
Properties=species:S:1:pos:R:3
Mn -0.08 -0.18 0.70
O 2.45 -5.40 0.24
C 1.28 -5.43 -0.43
O 0.77 -6.45 -0.79
C 0.48 -4.14 -0.58
C -0.73 -4.07 -1.27
N -1.17 -2.82 -1.26
N -0.38 -2.07 -0.43
C 0.75 -2.76 -0.18
C 1.84 -2.14 0.64
O 2.73 -2.92 1.14
O 1.84 -0.80 0.71
H 2.58 -4.43 0.65
H -1.18 -4.91 -1.79
H -2.09 -2.50 -1.57
C -1.71 -2.89 5.66
Si -0.76 -2.50 4.08
C -1.50 -3.61 2.73
C 1.09 -2.71 4.41
Se -1.00 -0.43 3.20
H -1.07 -3.62 6.19
H -2.70 -3.33 5.39
H -1.86 -2.02 6.32
H -0.66 -3.83 1.96
H -2.37 -3.16 2.18
H -1.96 -4.56 2.98
H 1.48 -3.43 5.15
H 1.52 -1.81 4.83
H 1.51 -2.98 3.38
C -1.21 3.56 1.09
C -1.49 2.82 -0.22
C -2.63 1.85 -0.03
C -1.73 3.97 -1.24
P 0.12 1.83 -0.70
C -0.17 1.60 -2.53
C -0.14 2.56 -3.60
C -0.46 2.09 -4.86
C -0.75 0.76 -5.19
C -0.58 -0.21 -4.16
C -0.43 0.27 -2.84
C 1.81 2.65 -0.67
C 2.73 1.81 -1.59
C 1.81 4.08 -1.14
C 2.32 2.52 0.83
H -2.02 4.18 1.40
H -0.41 4.25 0.99
H -0.96 2.89 1.91
H -3.52 2.41 0.19
H -2.49 1.23 0.82
H -2.96 1.21 -0.88
H -2.43 4.72 -0.84
H -2.20 3.54 -2.13
H -0.79 4.46 -1.47
H 0.20 3.57 -3.53
H -0.42 2.80 -5.69
H -1.03 0.51 -6.22
H -0.61 -1.30 -4.36
H -0.49 -0.46 -2.03
H 2.40 1.80 -2.59
H 2.80 0.73 -1.28
H 3.74 2.30 -1.64
H 1.37 4.29 -2.13
H 2.92 4.54 -1.05
H 1.16 4.72 -0.48
H 2.36 1.40 1.12
H 1.65 2.99 1.57
H 3.43 2.96 0.89
```

Values from the calculation:
* HOMO (alpha / beta): -7.5 / -7.5 eV
* ⟨S²⟩: 8.76
* energy above the lowest of the compared OMol25 structures with the same formula, charge and spin: 40.1 kcal per mole
* spin multiplicity: 6
* E_LUMO (alpha / beta): -0.21 / -0.44 eV

Mulliken population analysis, charges in e, atoms 1 to 4:
1 Mn -0.13
2 O -0.57
3 C 0.53
4 O -0.58

[3]
Computed, not measured: C4H9N3 in the gas phase, with ωB97M-V/def2-TZVPD.

XYZ file:
```
16
Properties=species:S:1:pos:R:3
C 1.69 1.74 0.65
C 1.39 0.16 -1.02
C 0.09 -0.42 -0.65
C -0.81 0.05 0.23
H 1.57 1.03 1.48
H 2.45 2.44 0.99
H 0.75 2.31 0.52
H 1.84 -0.31 -1.88
H -0.20 -1.27 -1.31
H -0.55 0.99 0.77
H -2.48 -0.22 1.33
H -1.25 -2.35 0.71
H -2.23 -2.13 -0.62
N 2.12 1.08 -0.49
N -2.00 -0.55 0.51
N -2.13 -1.91 0.38
```

Values from the calculation:
* HOMO: -8.4 eV
* energy above the lowest of the compared OMol25 structures with the same formula, charge and spin: 59.7 kcal per mole
* spin multiplicity: 1
* E_LUMO: 0.89 eV

Mulliken population analysis, charges in e, atoms 1 to 4:
1 C -0.95
2 C -0.11
3 C -0.17
4 C 0.06

[4]
Computed, not measured: C5H5N in the gas phase, with ωB97M-V/def2-TZVPD.

XYZ file:
```
11
Properties=species:S:1:pos:R:3
C -2.31 -0.99 0.20
C -2.28 0.40 0.16
C -1.11 -0.22 0.07
C 0.35 0.08 -0.32
C 1.39 -0.32 0.64
N 0.39 0.57 -1.51
H -2.89 1.23 -0.20
H 1.34 0.32 1.54
H 1.29 -1.46 1.00
H 2.50 -0.15 0.28
H 1.33 0.56 -1.87
```

Values from the calculation:
* HOMO: -8.9 eV
* energy above the lowest of the compared OMol25 structures with the same formula, charge and spin: 114.1 kcal per mole
* spin multiplicity: 1
* E_LUMO: 0.71 eV

Mulliken population analysis, charges in e, atoms 1 to 4:
1 C -0.78
2 C -0.02
3 C 0.32
4 C 0.64

spin multiplicity of number 2 (C22H35MnN2O4PSeSi)? 6

Please write out number 4 again, unchanged.
Computed, not measured: C5H5N in the gas phase, with ωB97M-V/def2-TZVPD.

XYZ file:
```
11
Properties=species:S:1:pos:R:3
C -2.31 -0.99 0.20
C -2.28 0.40 0.16
C -1.11 -0.22 0.07
C 0.35 0.08 -0.32
C 1.39 -0.32 0.64
N 0.39 0.57 -1.51
H -2.89 1.23 -0.20
H 1.34 0.32 1.54
H 1.29 -1.46 1.00
H 2.50 -0.15 0.28
H 1.33 0.56 -1.87
```

Values from the calculation:
* HOMO: -8.9 eV
* energy above the lowest of the compared OMol25 structures with the same formula, charge and spin: 114.1 kcal per mole
* spin multiplicity: 1
* E_LUMO: 0.71 eV

Mulliken population analysis, charges in e, atoms 1 to 4:
1 C -0.78
2 C -0.02
3 C 0.32
4 C 0.64